A) BrH2OP | ωB97M-V/def2-TZVPD

Geometry as XYZ:
```
5
Properties=species:S:1:pos:R:3:mulliken_charge:R:1
O -0.298 -0.818 -0.964 -0.70
P 0.444 1.474 -0.037 0.30
Br 1.278 2.263 -1.814 0.01
H -1.197 -1.143 -1.013 0.25
H 1.647 0.937 0.662 0.13
```

Properties
- molecular weight (g mol⁻¹) = 128.893



B) BrH2OP | ωB97M-V/def2-TZVPD

Geometry as XYZ:
```
5
Properties=species:S:1:pos:R:3:mulliken_charge:R:1
O 0.816 0.131 -1.034 -0.64
P -0.847 -1.252 -0.272 0.30
Br -2.452 0.223 -0.023 -0.07
H 0.575 0.871 -0.612 0.28
H -0.084 -1.280 0.971 0.13
```

Properties
- molecular weight (g mol⁻¹) = 128.893



The least stable of them is A).



A) C9H14N | ωB97M-V/def2-TZVPD

Geometry as XYZ:
```
24
Properties=species:S:1:pos:R:3:mulliken_charge:R:1
C 2.208 -0.662 0.045 0.43
C 3.303 -0.638 -0.620 -0.38
C 0.308 2.446 0.506 -1.00
C 0.466 1.541 -0.444 -0.63
C 1.944 -0.381 1.481 -0.26
C -1.964 -1.376 0.554 -1.44
C -0.274 -0.289 -1.946 -1.66
C -1.502 0.049 0.250 -0.44
C -0.153 0.158 -0.483 1.31
N 0.782 -0.804 0.123 0.06
H 0.802 3.400 0.439 0.30
H -0.312 2.307 1.377 0.29
H 1.103 1.761 -1.290 0.37
H 2.018 -1.183 2.199 0.30
H 1.804 0.646 1.780 0.29
H -3.018 -1.354 0.816 0.40
H -1.865 -2.043 -0.302 0.36
H -1.434 -1.803 1.406 0.38
H -0.935 0.396 -2.474 0.44
H -0.693 -1.289 -2.028 0.41
H 0.698 -0.270 -2.434 0.44
H -2.242 0.540 -0.382 0.41
H -1.462 0.598 1.191 0.25
H 0.418 -1.751 0.238 0.37
```

Properties
- molecular weight (g mol⁻¹) = 136.218
- total charge = +1



B) C9H14N | ωB97M-V/def2-TZVPD

Geometry as XYZ:
```
24
Properties=species:S:1:pos:R:3:mulliken_charge:R:1
C -0.152 2.485 0.785 -1.48
C 0.328 1.477 -0.153 0.13
C -0.397 0.479 -0.605 -0.40
C -1.822 -0.214 -0.551 -0.52
C -1.119 -1.518 -1.172 -0.76
C 0.200 -0.701 -1.260 0.25
C 1.451 -1.273 -0.564 -1.09
C 1.155 -1.720 0.946 -0.48
C 0.689 -0.809 1.844 0.31
N 0.450 0.058 2.558 -0.03
H -1.032 2.048 1.141 0.34
H -0.463 3.423 0.267 0.38
H 0.699 2.627 1.422 0.36
H 1.328 1.506 -0.573 0.46
H -2.522 0.171 -1.265 0.31
H -2.348 -0.284 0.408 0.28
H -1.109 -2.439 -0.548 0.20
H -1.611 -1.820 -2.110 0.28
H 0.337 -0.710 -2.352 0.50
H 2.244 -0.582 -0.491 0.42
H 1.817 -2.102 -1.097 0.50
H 1.967 -2.368 1.252 0.48
H 0.193 -2.377 0.914 0.21
H 0.181 0.707 3.349 0.36
```

Properties
- molecular weight (g mol⁻¹) = 136.218
- total charge = +1
- structure (SMILES) = C/C=C1\CC[C@@H]1CCC#[NH+]



The least stable of them is A).



A) C2H6OS | ωB97M-V/def2-TZVPD

Geometry as XYZ:
```
10
Properties=species:S:1:pos:R:3:mulliken_charge:R:1
O -1.786 -1.224 -0.354 -0.50
C -1.223 -0.013 -0.101 -0.31
C 0.149 -0.313 0.333 -0.46
S 1.487 0.852 0.048 -0.21
H -2.584 -1.178 -0.875 0.29
H -1.886 0.415 0.651 0.23
H -1.192 0.599 -1.068 0.28
H 0.274 -1.297 -0.154 0.30
H 0.064 -0.475 1.446 0.26
H 2.265 0.051 0.677 0.11
```

Properties
- molecular weight (g mol⁻¹) = 78.136
- structure (SMILES) = OCCS



B) C2H6OS | ωB97M-V/def2-TZVPD

Geometry as XYZ:
```
10
Properties=species:S:1:pos:R:3:mulliken_charge:R:1
O 1.869 -0.701 0.121 -0.49
C 1.219 0.430 -0.414 -0.51
C -0.102 0.809 0.305 -0.42
S -1.585 -0.232 -0.052 -0.25
H 1.781 -0.584 1.117 0.31
H 1.058 0.229 -1.456 0.33
H 2.011 1.211 -0.305 0.28
H 0.042 0.618 1.392 0.30
H -0.430 1.816 0.075 0.29
H -0.757 -1.397 -0.310 0.16
```

Properties
- molecular weight (g mol⁻¹) = 78.136
- structure (SMILES) = OCCS



The least stable of them is A).



A) C5H16NO2 | ωB97M-V/def2-TZVPD

Geometry as XYZ:
```
24
Properties=species:S:1:pos:R:3:mulliken_charge:R:1
C 1.542 2.608 -0.241 -1.42
C 1.020 1.219 0.112 -0.18
C -0.551 1.360 0.335 -1.09
C -1.534 0.194 0.227 -0.51
C -1.277 -0.691 1.384 -0.72
O -0.432 -1.901 1.186 -0.51
N 1.277 0.185 -1.099 -1.99
H 0.692 3.319 -0.006 0.31
H 1.515 2.908 -1.287 0.74
H 2.261 2.941 0.441 0.42
H 1.540 0.676 1.021 0.37
H -1.001 2.080 -0.446 0.45
H -0.568 1.788 1.330 0.38
H -1.292 -0.302 -0.631 0.12
H -2.669 0.458 0.081 0.42
H -1.025 -0.292 2.319 0.45
H -2.383 -1.099 1.617 0.31
H -1.181 -2.577 1.341 0.37
H 1.115 0.636 -2.071 0.92
H 0.723 -0.670 -1.069 0.22
H 2.206 0.030 -1.031 0.93
H -0.599 -2.794 -2.077 0.36
H -0.412 -2.572 -0.557 0.21
O 0.049 -2.345 -1.459 -0.55
```

Properties
- <S²> = 0.7506
- molecular weight (g mol⁻¹) = 122.188
- spin multiplicity = 2



B) C5H16NO2 | ωB97M-V/def2-TZVPD

Geometry as XYZ:
```
24
Properties=species:S:1:pos:R:3:mulliken_charge:R:1
C -1.732 -2.405 0.247 -1.08
C -1.574 -1.465 1.320 -0.18
C -1.868 0.106 1.091 -0.76
C -1.205 0.638 -0.177 -1.05
C -0.569 1.854 -0.239 0.13
N 0.082 2.181 -1.576 -1.56
H -1.422 -1.966 -0.683 0.28
H -1.194 -3.383 0.245 0.32
H -2.833 -2.701 0.142 0.25
H -1.964 -1.812 2.319 0.34
H -0.469 -1.426 1.596 0.08
H -2.950 0.372 1.122 0.35
H -1.388 0.564 1.992 0.31
H -1.319 -0.102 -0.987 -0.21
H -0.365 2.529 0.616 0.37
H -0.626 2.903 -1.937 1.30
H 1.137 2.365 -1.378 0.63
H 0.100 1.358 -2.217 0.54
H 2.869 0.701 -0.473 0.28
H 3.240 0.845 -1.861 0.34
O 2.453 0.860 -1.269 -0.65
H 3.588 -1.584 0.414 0.32
H 2.418 -2.224 1.158 0.31
O 2.833 -1.370 0.957 -0.67
```

Properties
- <S²> = 0.7507
- molecular weight (g mol⁻¹) = 122.188
- spin multiplicity = 2



The least stable of them is A).



A) C4H13N4O | ωB97M-V/def2-TZVPD

Geometry as XYZ:
```
22
Properties=species:S:1:pos:R:3:mulliken_charge:R:1
C 0.430 0.244 -1.926 -0.91
C 0.642 2.316 -0.617 0.65
N 0.039 1.727 0.468 -0.24
N 0.983 1.627 -1.760 -0.17
N 0.480 3.648 -0.845 -0.42
H -0.050 0.760 0.511 0.19
H -0.070 2.135 1.441 0.31
H 1.202 2.250 -2.500 0.24
H 0.493 4.042 -1.785 0.21
H 0.063 4.311 -0.167 0.23
H 0.992 -0.403 -1.142 0.36
H 1.264 -0.161 -2.928 0.33
H -0.615 0.152 -2.167 0.31
C -1.635 -2.998 1.478 -1.00
C -0.602 -1.995 1.116 0.73
O -0.646 -1.074 0.369 -0.67
N 0.629 -2.241 1.700 -0.37
H -2.145 -3.298 0.564 0.27
H -2.506 -2.726 2.196 0.27
H 1.464 -1.648 1.468 0.21
H 0.784 -2.841 2.440 0.16
H -1.194 -3.828 2.084 0.30
```

Properties
- molecular weight (g mol⁻¹) = 133.175
- total charge = +1



B) C4H13N4O | ωB97M-V/def2-TZVPD

Geometry as XYZ:
```
22
Properties=species:S:1:pos:R:3:mulliken_charge:R:1
C -1.376 -1.250 2.365 -0.90
C 0.797 0.053 1.576 0.76
N 2.105 -0.116 1.513 -0.38
N 0.069 -0.720 2.468 -0.30
N 0.280 1.159 1.005 -0.33
H 2.427 -0.806 2.168 0.18
H 2.683 0.616 1.154 0.23
H 0.705 -1.442 2.876 0.24
H -0.721 1.396 0.976 0.23
H 0.853 1.898 0.485 0.22
H -1.800 -1.192 3.411 0.33
H -1.365 -2.201 1.864 0.32
H -2.103 -0.572 2.060 0.39
C 0.434 -0.386 -2.282 -0.87
C -0.374 0.852 -2.293 0.66
O -0.433 1.702 -1.419 -0.61
N -1.200 0.903 -3.385 -0.44
H -1.924 1.600 -3.395 0.25
H -0.862 0.692 -4.353 0.24
H 0.428 -0.955 -1.363 0.19
H 1.465 -0.129 -2.534 0.24
H -0.088 -1.102 -2.896 0.36
```

Properties
- molecular weight (g mol⁻¹) = 133.175
- total charge = +1



C) C4H13N4O | ωB97M-V/def2-TZVPD

Geometry as XYZ:
```
22
Properties=species:S:1:pos:R:3:mulliken_charge:R:1
C -0.774 -1.656 -3.496 -0.97
C -0.738 -0.141 -1.571 0.54
N -1.118 0.876 -0.811 -0.27
N -1.329 -0.586 -2.675 -0.15
N 0.212 -0.942 -0.992 -0.30
H -1.749 1.575 -1.186 0.17
H -0.968 0.887 0.212 0.35
H -1.984 0.030 -3.135 0.24
H 0.794 -1.525 -1.564 0.21
H 0.271 -0.912 0.021 0.28
H 0.129 -1.312 -4.024 0.37
H -1.539 -1.947 -4.197 0.31
H -0.562 -2.642 -3.066 0.34
C 1.925 0.291 3.003 -1.07
C 0.668 0.877 2.443 0.74
O -0.092 0.378 1.606 -0.77
N 0.022 1.812 3.244 -0.44
H 1.853 -0.776 3.181 0.29
H 2.361 0.701 3.908 0.36
H -0.632 2.451 2.812 0.23
H 0.477 2.330 3.987 0.24
H 2.772 0.233 2.300 0.30
```

Properties
- molecular weight (g mol⁻¹) = 133.175
- total charge = +1



The least stable of them is A).



A) C23H25N3O5S | ωB97M-V/def2-TZVPD

Geometry as XYZ:
```
57
Properties=species:S:1:pos:R:3:mulliken_charge:R:1
C 6.702 2.661 0.616 -0.84
O 6.426 1.341 0.214 -0.46
C 5.134 0.908 0.260 0.45
C 4.048 1.665 0.670 -1.00
C 2.778 1.108 0.671 -0.43
C 2.572 -0.198 0.265 -0.32
N 1.325 -0.824 0.227 0.12
C 0.109 -0.338 0.576 1.17
O -0.069 0.801 1.011 -0.87
C -1.000 -1.274 0.369 -0.09
C -2.308 -0.833 0.485 -0.20
N -2.665 0.451 0.796 0.17
C -3.961 0.853 0.819 0.47
O -4.869 0.069 0.625 -0.65
C -4.136 2.339 1.084 -0.71
N -4.464 3.029 -0.157 -0.38
C -3.580 2.763 -1.276 -0.95
C -2.124 3.047 -1.039 0.45
C -1.486 4.046 -0.363 -0.52
C -0.098 3.788 -0.488 -0.46
C 0.004 2.656 -1.230 -0.47
O -1.214 2.197 -1.566 -0.32
S -3.504 -2.037 0.165 -0.29
C -2.233 -3.179 -0.108 0.06
C -0.986 -2.656 0.026 0.18
C 0.056 -3.704 -0.235 -0.63
C -0.765 -5.015 -0.230 -0.82
C -2.234 -4.619 -0.487 -0.54
C 3.677 -0.970 -0.152 0.64
O 3.390 -2.255 -0.538 -0.39
C 4.452 -3.078 -0.956 -0.99
C 4.939 -0.414 -0.151 -0.25
H 6.428 2.827 1.662 0.33
H 7.777 2.785 0.501 0.25
H 6.184 3.390 -0.016 0.34
H 4.165 2.686 0.994 0.40
H 1.933 1.694 0.991 0.57
H 1.365 -1.769 -0.126 0.07
H -1.850 1.053 0.968 0.14
H -4.985 2.473 1.760 0.42
H -3.222 2.723 1.567 0.29
H -4.514 4.026 0.020 0.30
H -3.944 3.366 -2.115 0.46
H -3.684 1.711 -1.558 0.36
H -1.940 4.866 0.157 0.49
H 0.703 4.368 -0.079 0.50
H 0.852 2.096 -1.570 0.60
H 0.525 -3.546 -1.212 0.26
H 0.840 -3.732 0.524 0.34
H -0.687 -5.481 0.752 0.32
H -0.399 -5.724 -0.970 0.35
H -2.504 -4.739 -1.540 0.26
H -2.931 -5.212 0.105 0.33
H 5.187 -3.218 -0.157 0.38
H 4.949 -2.672 -1.841 0.37
H 4.000 -4.038 -1.203 0.24
H 5.809 -0.968 -0.462 0.48
```

Properties
- molecular weight (g mol⁻¹) = 455.536
- structure (SMILES) = COc1ccc(NC(=O)c2c(NC(=O)CNCc3ccco3)sc3c2CCC3)c(OC)c1



B) C23H25N3O5S | ωB97M-V/def2-TZVPD

Geometry as XYZ:
```
57
Properties=species:S:1:pos:R:3:mulliken_charge:R:1
C 0.960 -5.389 -1.562 -0.70
O 1.963 -4.849 -0.734 -0.48
C 1.636 -3.805 0.075 0.49
C 2.661 -3.288 0.862 -0.97
C 2.432 -2.217 1.707 -0.38
C 1.175 -1.642 1.785 0.75
O 0.843 -0.555 2.567 -0.32
C 1.801 -0.077 3.479 -1.19
C 0.134 -2.174 1.007 -0.66
N -1.115 -1.563 1.130 -0.02
C -2.224 -1.736 0.371 0.45
O -2.426 -2.646 -0.399 -0.67
C -3.315 -0.703 0.664 -0.75
S -2.671 0.966 0.977 -0.20
C -1.594 1.087 -0.410 0.55
N -1.587 0.080 -1.202 -0.26
C -0.767 0.101 -2.292 -0.04
C -0.711 -1.018 -3.128 -0.31
C 0.102 -0.993 -4.237 -0.51
C 0.866 0.136 -4.537 -0.61
C 0.825 1.241 -3.718 -0.63
C 0.011 1.235 -2.582 0.19
C -0.018 2.376 -1.679 0.70
O 0.613 3.403 -1.828 -0.70
N -0.845 2.213 -0.554 0.31
C -0.830 3.242 0.464 -2.50
C 0.136 2.884 1.612 1.59
C 1.618 2.957 1.189 -0.47
C 2.261 3.799 2.291 -0.59
C 1.079 4.655 2.740 -0.56
O -0.038 3.789 2.689 -0.53
C 0.366 -3.245 0.158 0.03
H 0.569 -4.640 -2.258 0.25
H 0.134 -5.802 -0.975 0.31
H 1.441 -6.189 -2.122 0.25
H 3.640 -3.736 0.799 0.44
H 3.250 -1.838 2.299 0.41
H 1.316 0.739 4.013 0.27
H 2.691 0.304 2.968 0.40
H 2.097 -0.854 4.190 0.51
H -1.105 -0.781 1.775 0.17
H -3.863 -0.978 1.567 0.45
H -3.999 -0.670 -0.182 0.41
H -1.315 -1.874 -2.872 0.53
H 0.149 -1.854 -4.888 0.43
H 1.494 0.139 -5.415 0.41
H 1.411 2.124 -3.924 0.49
H -0.514 4.172 -0.013 0.52
H -1.836 3.366 0.874 0.50
H -0.127 1.887 1.988 -0.35
H 2.059 1.966 1.101 0.26
H 1.709 3.462 0.228 0.38
H 3.097 4.395 1.934 0.40
H 2.597 3.168 3.115 0.20
H 1.160 5.024 3.763 0.38
H 0.937 5.506 2.060 0.27
H -0.461 -3.614 -0.423 0.71
```

Properties
- molecular weight (g mol⁻¹) = 455.536
- structure (SMILES) = COc1ccc(OC)c(NC(=O)CSc2nc3ccccc3c(=O)n2C[C@H]2CCCO2)c1



The least stable of them is A).